{
  "formula": "C14H11ClF4N2O3",
  "method": "wB97M-V/def2-TZVPD",
  "homo_ha": -0.3214,
  "de_lowest_ev": 0.0000,
  "total_charge": 0,
  "gap_ev": 8.9,
  "symbols": ["O", "C", "N", "C", "N", "C", "C", "C", "C", "H", "H", "Cl", "H", "H", "C", "C", "C", "C", "O", "C", "H", "O", "C", "C", "F", "F", "C", "F", "F", "H", "H", "H", "H", "H", "H"],
  "positions_angstrom": [[0.161881, 1.189834, -3.192505], [0.378706, 1.077112, -2.004233], [1.620751, 1.052980, -1.429682], [2.859737, 1.151789, -2.039921], [3.875820, 1.086403, -1.183143], [5.108037, 1.170402, -1.642374], [5.387595, 1.326386, -2.992832], [4.331399, 1.395327, -3.894483], [3.039123, 1.306564, -3.416301], [2.187642, 1.353875, -4.073711], [4.521654, 1.515953, -4.949536], [7.019698, 1.433146, -3.542209], [5.896342, 1.111364, -0.905340], [1.676788, 0.946332, -0.423709], [-0.704958, 0.946900, -1.018926], [-2.062529, 0.909236, -1.218469], [-2.643545, 0.771923, 0.058292], [-1.605704, 0.739963, 0.951848], [-0.429950, 0.841996, 0.303330], [-1.588198, 0.573205, 2.436699], [-2.515685, 0.973871, 2.860675], [-1.381993, -0.777047, 2.842829], [-2.341460, -1.702176, 2.437560], [-3.701390, -1.545937, 3.144627], [-3.554866, -1.226946, 4.450338], [-4.433033, -0.528133, 2.605257], [-4.567392, -2.821902, 3.046255], [-3.923892, -3.863482, 3.601935], [-4.767721, -3.127724, 1.749219], [-5.541931, -2.693518, 3.540386], [-2.535748, -1.662415, 1.355552], [-1.933041, -2.680616, 2.704262], [-0.734690, 1.105721, 2.861381], [-3.687307, 0.715122, 0.291577], [-2.560649, 0.972100, -2.163300]],
  "forces_ev_per_angstrom": [[-0.1, 0.0, 0.0], [0.4, 0.0, 0.2], [-0.3, 0.0, 0.4], [0.5, 0.1, -0.4], [-0.5, 0.0, 0.2], [0.2, 0.0, -0.3], [-0.3, 0.0, 0.0], [0.2, 0.0, 0.4], [-0.1, 0.0, 0.0], [0.0, 0.0, 0.0], [0.0, 0.0, -0.1], [0.2, 0.0, 0.0], [0.2, 0.0, 0.0], [0.0, 0.0, -0.1], [-1.2, 0.0, -0.5], [0.9, 0.0, -0.1], [0.5, 0.1, 0.5], [-0.9, 0.0, 0.2], [0.4, 0.0, 0.0], [0.2, 0.1, -0.1], [0.1, 0.0, -0.1], [0.1, 0.1, 0.1], [-0.4, -0.2, 0.0], [0.2, -0.4, -0.1], [0.1, -0.2, 0.1], [-0.1, 0.1, -0.3], [-0.4, 0.4, 0.3], [0.3, -0.2, 0.3], [0.0, 0.1, -0.4], [0.3, 0.1, -0.1], [0.0, -0.1, 0.2], [-0.1, 0.1, -0.1], [-0.2, 0.1, 0.0], [-0.2, 0.0, 0.1], [0.0, 0.0, -0.2]],
  "lowdin_charge": [0.089, -0.395, 0.161, -0.285, 0.120, -0.164, -0.668, -0.077, 0.014, 0.101, 0.110, 0.668, 0.109, 0.148, -0.169, 0.035, 0.005, -0.233, 0.099, -0.103, 0.132, -0.086, -0.107, -0.440, 0.124, 0.092, -0.316, 0.095, 0.094, 0.174, 0.140, 0.149, 0.142, 0.115, 0.122]
}

{
  "formula": "C2H8",
  "method": "wB97M-V/def2-TZVPD",
  "homo_ha": -0.4734,
  "de_lowest_ev": 0.0227,
  "total_charge": 0,
  "gap_ev": 14.0,
  "symbols": ["C", "H", "H", "H", "H", "C", "H", "H", "H", "H"],
  "positions_angstrom": [[12.783206, 2.439749, -5.529258], [13.616164, 3.136739, -5.703538], [13.059296, 1.439219, -5.893548], [11.890916, 2.792509, -6.067197], [12.565675, 2.390369, -4.452118], [15.718564, 4.041869, -7.017277], [16.715595, 4.111699, -7.476687], [14.969336, 3.834718, -7.795577], [15.476685, 4.992348, -6.519197], [15.712194, 3.228459, -6.276798]],
  "forces_ev_per_angstrom": [[0.0, 0.0, 0.0], [-0.4, -0.3, 0.1], [-0.1, 0.4, 0.1], [0.3, -0.1, 0.2], [0.1, 0.0, -0.4], [0.1, 0.0, 0.0], [-0.4, 0.0, 0.2], [0.3, 0.1, 0.3], [0.1, -0.3, -0.2], [0.1, 0.3, -0.3]],
  "lowdin_charge": [-0.049, -0.018, 0.023, 0.021, 0.020, -0.070, 0.017, 0.023, 0.023, 0.010]
}

{
  "formula": "C50H71N9O5S",
  "method": "wB97M-V/def2-TZVPD",
  "homo_ha": -0.2587,
  "total_charge": 0,
  "gap_ev": 7.0,
  "symbols": ["C", "C", "C", "C", "C", "C", "C", "C", "C", "C", "C", "O", "S", "O", "O", "O", "C", "C", "C", "O", "H", "H", "H", "H", "H", "H", "H", "H", "H", "H", "H", "H", "H", "H", "H", "H", "H", "H", "H", "H", "H", "H", "H", "H", "H", "H", "N", "C", "C", "C", "C", "H", "H", "H", "H", "H", "N", "C", "C", "C", "C", "H", "H", "H", "H", "H", "N", "C", "C", "C", "C", "H", "H", "H", "H", "H", "N", "C", "C", "C", "C", "H", "H", "H", "H", "H", "N", "C", "C", "C", "C", "H", "H", "H", "H", "H", "N", "C", "C", "C", "C", "H", "H", "H", "H", "H", "N", "C", "C", "C", "C", "H", "H", "H", "H", "H", "N", "C", "C", "C", "C", "H", "H", "H", "H", "H", "N", "C", "C", "C", "C", "H", "H", "H", "H", "H"],
  "positions_angstrom": [[-5.423767, -2.025007, 2.470261], [-5.337649, -2.781293, 1.191947], [-4.678257, -4.125250, 1.095129], [-5.846729, -2.219204, 0.013840], [-4.821532, -1.603138, -0.932216], [-5.434034, -1.301884, -2.309160], [-4.876120, -0.049454, -3.053312], [-5.966477, 1.038030, -3.140471], [-3.538861, 0.475858, -2.523441], [-3.690150, 1.553857, -1.437751], [-2.380486, 1.862361, -0.729619], [-2.005672, 1.005253, 0.364957], [-1.034730, 1.807564, 1.361607], [0.329231, 1.460400, 1.282147], [-1.598376, 1.753744, 2.654215], [-1.147960, 3.252777, 0.633218], [-2.371975, 3.267902, -0.142942], [-3.505378, 3.597430, 0.844605], [-3.978658, 5.067449, 0.708307], [-5.398531, 5.121186, 0.788474], [-5.606606, -2.631319, 3.363784], [-6.127203, -1.195711, 2.386895], [-4.438651, -1.561949, 2.612456], [-4.264093, -4.212925, 0.084699], [-5.382347, -4.941418, 1.233420], [-3.818381, -4.182285, 1.773622], [-6.913960, -2.195164, -0.199229], [-4.058189, -2.379289, -1.067315], [-4.442543, -0.735512, -0.403713], [-5.337183, -2.161570, -2.971226], [-6.511052, -1.149696, -2.201556], [-4.705281, -0.355215, -4.088562], [-6.805281, 0.575869, -3.660407], [-6.326492, 1.275013, -2.137874], [-5.629467, 1.910057, -3.698955], [-2.983776, 0.966356, -3.328612], [-2.891264, -0.315147, -2.139836], [-4.430478, 1.280394, -0.681801], [-4.055938, 2.479386, -1.886360], [-1.602358, 1.670591, -1.477625], [-2.313112, 3.915179, -1.015714], [-4.352759, 2.939145, 0.650524], [-3.176388, 3.429673, 1.865059], [-3.543529, 5.615108, 1.550717], [-3.644665, 5.532805, -0.216066], [-5.654871, 4.530994, 1.510239], [4.409365, 0.731632, -2.265376], [5.061620, 0.955160, -1.077851], [4.114225, 1.103049, -0.101832], [2.840480, 0.960072, -0.717344], [3.054518, 0.729548, -2.049398], [4.855168, 0.592706, -3.155177], [6.135822, 0.989879, -1.032988], [4.310012, 1.292410, 0.940229], [1.880027, 1.019103, -0.234100], [2.365567, 0.564563, -2.860336], [4.493151, -2.328583, -2.229881], [4.571114, -3.421430, -1.413437], [3.912963, -4.455257, -2.026992], [3.422144, -3.967043, -3.265917], [3.797925, -2.652658, -3.362479], [4.885407, -1.423454, -2.030449], [5.085748, -3.369766, -0.469155], [3.797569, -5.450744, -1.632167], [2.858797, -4.516858, -4.001435], [3.629677, -1.923116, -4.137587], [-6.682154, -0.178590, 5.792719], [-7.546529, -0.926429, 6.545552], [-6.806195, -1.828295, 7.262472], [-5.440809, -1.611194, 6.931218], [-5.397694, -0.585573, 6.024764], [-6.950521, 0.557074, 5.165593], [-8.608342, -0.754024, 6.505066], [-7.198106, -2.561652, 7.947962], [-4.588571, -2.147598, 7.314238], [-4.567814, -0.113387, 5.526263], [-1.377200, -6.555571, 1.438124], [-1.168184, -7.617223, 2.275199], [-1.532603, -8.756102, 1.607901], [-1.974643, -8.366260, 0.315260], [-1.864441, -7.003507, 0.240912], [-1.199904, -5.594931, 1.667192], [-0.780886, -7.471034, 3.268947], [-1.486587, -9.757654, 2.001616], [-2.331589, -9.012385, -0.469265], [-2.090091, -6.316256, -0.556583], [-0.730043, 6.486706, 1.778972], [0.206913, 7.366755, 1.311285], [0.396793, 8.326176, 2.269662], [-0.455826, 8.009355, 3.360619], [-1.135854, 6.868264, 3.028753], [-1.065191, 5.682170, 1.281017], [0.654894, 7.235141, 0.341190], [1.072796, 9.161685, 2.197947], [-0.556944, 8.555972, 4.283226], [-1.870333, 6.297643, 3.571834], [8.185567, 3.442337, -3.251510], [7.902419, 4.774991, -3.391995], [6.539531, 4.919598, -3.369280], [5.978635, 3.625621, -3.202954], [7.018826, 2.737380, -3.131412], [9.107245, 3.043995, -3.238636], [8.691661, 5.500149, -3.497420], [6.004384, 5.849892, -3.461030], [4.932371, 3.376192, -3.142643], [7.032730, 1.668834, -3.008709], [7.539799, -3.123340, -5.147973], [8.663300, -3.739578, -5.629252], [9.238353, -4.428639, -4.595168], [8.426818, -4.223327, -3.446567], [7.385623, -3.415774, -3.819911], [6.921599, -2.545989, -5.687412], [8.954596, -3.634560, -6.660416], [10.139415, -5.016121, -4.655059], [8.588538, -4.623825, -2.459647], [6.552690, -3.024984, -3.259149], [-4.225038, -1.890005, 10.119897], [-2.966168, -2.231288, 9.708493], [-2.332136, -2.845691, 10.756009], [-3.247000, -2.880735, 11.841178], [-4.405427, -2.285674, 11.416283], [-4.912030, -1.420914, 9.554723], [-2.629999, -2.007577, 8.710373], [-1.325175, -3.228277, 10.745126], [-3.074709, -3.295303, 12.820429], [-5.338712, -2.109699, 11.923377], [7.663579, 3.804562, -6.671071], [6.836185, 4.368786, -7.599563], [7.046114, 3.732135, -8.795324], [8.037812, 2.740065, -8.576188], [8.396119, 2.809117, -7.254911], [7.723866, 4.079638, -5.704138], [6.171950, 5.172604, -7.331424], [6.544148, 3.952479, -9.722729], [8.441112, 2.055064, -9.303453], [9.107741, 2.237422, -6.683286]],
  "forces_ev_per_angstrom": [[-1.0, -0.9, 0.6], [-1.0, -0.1, -0.9], [2.3, 1.5, -0.2], [0.8, -0.3, 0.4], [-1.4, -2.5, -1.1], [0.2, 0.8, -0.1], [-0.2, -0.2, -0.4], [0.2, -0.9, 0.1], [0.0, 0.6, 0.3], [-0.1, -0.7, 0.7], [-0.2, 0.0, -1.1], [0.0, 0.2, 0.7], [0.5, 0.3, -0.2], [0.5, -0.5, -0.7], [-1.0, 0.4, 0.5], [0.1, -0.3, 0.0], [0.1, -1.1, 0.6], [-0.2, 0.6, -1.2], [-0.2, -0.8, 1.0], [0.1, 0.1, -0.1], [-0.1, 0.1, 0.1], [-0.2, -0.1, 0.1], [0.1, 0.0, -0.1], [-0.2, -0.3, 0.0], [-0.1, 0.1, 0.3], [-0.2, -0.6, 0.2], [-0.1, 1.8, 0.7], [0.6, 0.6, 0.2], [0.2, 0.0, -0.2], [0.1, -0.2, 0.2], [0.0, 0.0, 0.2], [0.1, -0.1, 0.0], [-0.1, 0.2, -0.1], [0.0, 0.4, -0.1], [-0.1, 0.2, 0.1], [0.0, -0.2, -0.1], [-0.1, -0.2, -0.1], [-0.1, -0.1, -0.1], [0.1, 0.1, 0.0], [0.2, 0.8, 0.1], [0.4, 0.6, 0.4], [-0.1, 0.1, 0.0], [0.1, -0.2, 0.0], [0.0, 0.3, -0.2], [-0.3, 0.0, -0.1], [-0.1, 0.3, -0.2], [0.0, 0.0, -0.1], [0.0, -0.1, 0.0], [0.0, -0.1, 0.0], [-0.1, 0.0, -0.1], [0.0, 0.1, 0.0], [0.0, 0.1, 0.0], [0.0, 0.1, 0.1], [0.0, 0.0, 0.0], [0.1, 0.0, 0.0], [0.0, 0.0, 0.0], [0.1, -0.1, 0.0], [0.0, 0.0, 0.0], [0.0, 0.0, 0.0], [0.0, 0.0, -0.1], [0.0, 0.1, 0.0], [-0.2, 0.0, 0.1], [0.0, 0.0, 0.0], [0.0, 0.0, 0.0], [0.0, 0.0, 0.0], [0.0, 0.0, 0.0], [0.0, 0.0, 0.1], [0.0, 0.0, -0.1], [0.0, 0.0, 0.0], [0.1, 0.0, 0.0], [0.0, 0.1, -0.1], [0.0, 0.0, 0.0], [0.0, 0.0, 0.0], [0.0, 0.0, 0.0], [0.0, -0.1, -0.1], [0.0, 0.0, 0.0], [0.0, 0.0, 0.0], [0.0, 0.0, 0.0], [0.0, 0.0, 0.0], [0.0, 0.0, 0.0], [0.0, 0.1, 0.0], [0.0, 0.0, 0.0], [0.0, 0.0, 0.0], [0.0, 0.0, 0.0], [0.0, 0.0, 0.0], [0.0, 0.0, 0.0], [0.0, 0.0, 0.0], [0.0, 0.0, 0.0], [0.0, 0.0, 0.0], [0.0, 0.0, 0.0], [-0.1, 0.0, 0.0], [0.1, -0.1, 0.1], [0.0, 0.0, 0.0], [0.0, 0.0, 0.0], [0.0, 0.0, 0.0], [0.0, 0.0, 0.0], [0.0, 0.0, 0.0], [0.1, 0.0, 0.0], [0.0, 0.0, -0.1], [0.0, 0.0, 0.0], [0.0, 0.1, -0.1], [0.0, 0.0, 0.0], [0.0, 0.0, 0.0], [0.0, 0.0, 0.0], [0.0, 0.0, 0.1], [0.1, 0.0, 0.0], [0.0, 0.0, 0.0], [0.0, 0.0, 0.0], [0.0, 0.0, 0.0], [0.0, 0.0, 0.0], [0.0, 0.1, 0.0], [0.0, -0.1, 0.0], [0.0, 0.0, 0.0], [0.0, 0.0, 0.0], [0.0, 0.0, 0.0], [0.0, -0.1, 0.0], [0.0, 0.0, 0.0], [0.0, 0.0, 0.0], [0.0, 0.0, 0.0], [0.0, 0.0, 0.0], [0.0, 0.0, 0.0], [0.0, 0.0, 0.0], [0.0, 0.0, 0.0], [0.0, 0.0, 0.0], [0.0, 0.0, 0.0], [0.0, 0.0, 0.0], [0.0, -0.1, 0.0], [0.0, 0.0, 0.0], [-0.1, 0.0, 0.0], [0.0, -0.1, 0.0], [0.0, 0.0, 0.0], [-0.1, 0.0, 0.0], [0.0, 0.0, 0.0], [0.0, 0.0, 0.0], [0.0, 0.0, 0.0], [0.0, 0.0, 0.0]],
  "lowdin_charge": [-0.067, -0.337, -0.063, -0.086, -0.190, -0.156, -0.358, -0.075, -0.160, -0.149, -0.295, -0.133, 0.612, -0.213, -0.213, -0.169, -0.263, -0.090, -0.229, -0.061, 0.074, 0.075, 0.094, 0.070, 0.090, 0.069, 0.098, 0.115, 0.092, 0.113, 0.095, 0.125, 0.079, 0.081, 0.081, 0.121, 0.120, 0.115, 0.130, 0.164, 0.164, 0.118, 0.111, 0.103, 0.120, 0.088, -0.027, -0.162, -0.082, -0.083, -0.138, 0.136, 0.099, 0.097, 0.062, 0.107, -0.005, -0.139, -0.104, -0.108, -0.162, 0.103, 0.110, 0.091, 0.090, 0.100, 0.007, -0.137, -0.111, -0.124, -0.141, 0.142, 0.106, 0.093, 0.075, 0.109, 0.001, -0.143, -0.114, -0.114, -0.150, 0.139, 0.104, 0.089, 0.088, 0.102, 0.008, -0.138, -0.111, -0.110, -0.146, 0.112, 0.105, 0.090, 0.090, 0.104, 0.007, -0.157, -0.104, -0.099, -0.153, 0.148, 0.113, 0.096, 0.090, 0.093, 0.004, -0.148, -0.116, -0.107, -0.135, 0.140, 0.103, 0.088, 0.089, 0.077, 0.007, -0.151, -0.114, -0.116, -0.142, 0.119, 0.100, 0.088, 0.088, 0.104, 0.015, -0.140, -0.117, -0.119, -0.147, 0.096, 0.105, 0.087, 0.087, 0.100]
}

What did the first record say?
{
  "formula": "C14H11ClF4N2O3",
  "method": "wB97M-V/def2-TZVPD",
  "homo_ha": -0.3214,
  "de_lowest_ev": 0.0000,
  "total_charge": 0,
  "gap_ev": 8.9,
  "symbols": ["O", "C", "N", "C", "N", "C", "C", "C", "C", "H", "H", "Cl", "H", "H", "C", "C", "C", "C", "O", "C", "H", "O", "C", "C", "F", "F", "C", "F", "F", "H", "H", "H", "H", "H", "H"],
  "positions_angstrom": [[0.161881, 1.189834, -3.192505], [0.378706, 1.077112, -2.004233], [1.620751, 1.052980, -1.429682], [2.859737, 1.151789, -2.039921], [3.875820, 1.086403, -1.183143], [5.108037, 1.170402, -1.642374], [5.387595, 1.326386, -2.992832], [4.331399, 1.395327, -3.894483], [3.039123, 1.306564, -3.416301], [2.187642, 1.353875, -4.073711], [4.521654, 1.515953, -4.949536], [7.019698, 1.433146, -3.542209], [5.896342, 1.111364, -0.905340], [1.676788, 0.946332, -0.423709], [-0.704958, 0.946900, -1.018926], [-2.062529, 0.909236, -1.218469], [-2.643545, 0.771923, 0.058292], [-1.605704, 0.739963, 0.951848], [-0.429950, 0.841996, 0.303330], [-1.588198, 0.573205, 2.436699], [-2.515685, 0.973871, 2.860675], [-1.381993, -0.777047, 2.842829], [-2.341460, -1.702176, 2.437560], [-3.701390, -1.545937, 3.144627], [-3.554866, -1.226946, 4.450338], [-4.433033, -0.528133, 2.605257], [-4.567392, -2.821902, 3.046255], [-3.923892, -3.863482, 3.601935], [-4.767721, -3.127724, 1.749219], [-5.541931, -2.693518, 3.540386], [-2.535748, -1.662415, 1.355552], [-1.933041, -2.680616, 2.704262], [-0.734690, 1.105721, 2.861381], [-3.687307, 0.715122, 0.291577], [-2.560649, 0.972100, -2.163300]],
  "forces_ev_per_angstrom": [[-0.1, 0.0, 0.0], [0.4, 0.0, 0.2], [-0.3, 0.0, 0.4], [0.5, 0.1, -0.4], [-0.5, 0.0, 0.2], [0.2, 0.0, -0.3], [-0.3, 0.0, 0.0], [0.2, 0.0, 0.4], [-0.1, 0.0, 0.0], [0.0, 0.0, 0.0], [0.0, 0.0, -0.1], [0.2, 0.0, 0.0], [0.2, 0.0, 0.0], [0.0, 0.0, -0.1], [-1.2, 0.0, -0.5], [0.9, 0.0, -0.1], [0.5, 0.1, 0.5], [-0.9, 0.0, 0.2], [0.4, 0.0, 0.0], [0.2, 0.1, -0.1], [0.1, 0.0, -0.1], [0.1, 0.1, 0.1], [-0.4, -0.2, 0.0], [0.2, -0.4, -0.1], [0.1, -0.2, 0.1], [-0.1, 0.1, -0.3], [-0.4, 0.4, 0.3], [0.3, -0.2, 0.3], [0.0, 0.1, -0.4], [0.3, 0.1, -0.1], [0.0, -0.1, 0.2], [-0.1, 0.1, -0.1], [-0.2, 0.1, 0.0], [-0.2, 0.0, 0.1], [0.0, 0.0, -0.2]],
  "lowdin_charge": [0.089, -0.395, 0.161, -0.285, 0.120, -0.164, -0.668, -0.077, 0.014, 0.101, 0.110, 0.668, 0.109, 0.148, -0.169, 0.035, 0.005, -0.233, 0.099, -0.103, 0.132, -0.086, -0.107, -0.440, 0.124, 0.092, -0.316, 0.095, 0.094, 0.174, 0.140, 0.149, 0.142, 0.115, 0.122]
}